{
  "formula": "C27H33BF3N4O4PS",
  "method": "the ωB97M-V functional and the def2-TZVPD basis",
  "charge": 0,
  "homo_energy_ev": -8.406,
  "smiles": "CCNc1nc2c(CB(O)O)cc(P(C)C)c(S(=O)(=O)F)c2nc1CCN.Fc1ccccc1.Fc1ccccc1",
  "e_tot_ev": -71623.121,
  "species": ["O", "O", "H", "H", "C", "C", "H", "H", "O", "H", "H", "C", "H", "H", "C", "H", "C", "O", "C", "H", "F", "C", "S", "H", "N", "H", "H", "C", "H", "H", "H", "H", "H", "C", "C", "H", "C", "C", "C", "N", "P", "N", "B", "H", "H", "F", "H", "C", "H", "C", "C", "H", "H", "C", "H", "C", "H", "C", "C", "C", "H", "C", "C", "C", "F", "H", "H", "H", "H", "C", "C", "N", "C", "H"],
  "xyz": [[-2.502936, -0.317872, -1.035720], [-2.605621, 2.046954, -1.791554], [-0.507769, -2.843605, 1.765045], [-1.390596, 3.848051, 1.085687], [-5.272056, 4.164155, -6.006366], [2.588751, -0.132849, -1.042461], [-1.486208, -3.462959, -0.764297], [-4.514633, -3.643679, 3.685211], [6.250466, 3.400955, -0.293745], [6.368716, -4.858690, 1.451845], [2.918413, 3.767425, -1.575588], [0.697097, 2.647863, -1.166157], [5.843557, 3.786846, 0.557403], [0.528441, 6.719789, -0.520363], [-3.925232, -4.103280, 7.000048], [-4.281600, 5.962542, -6.684686], [-3.462228, 5.236578, -4.839618], [5.990880, 1.073599, 0.846169], [-5.332062, 3.193170, -5.005607], [-1.567592, -5.155299, 0.089076], [-5.952120, -3.764792, 5.843089], [-2.537697, -4.240402, 6.968725], [-1.894226, 1.086099, -0.759499], [-2.815390, 4.324059, -3.008859], [0.276440, -1.505906, -0.582877], [-2.028378, -3.860314, 3.622271], [5.048237, 2.300774, -2.448429], [-2.561268, -3.932420, 4.567141], [1.923086, 5.772156, -1.520281], [6.301173, 1.652124, 1.622909], [-1.638709, 5.603108, 0.437720], [4.127973, -4.010034, -1.456896], [4.149725, -2.711487, 1.332937], [-1.596446, 4.458409, 0.105938], [1.054926, 5.671005, -0.740039], [-2.099494, -2.719080, 1.311050], [-0.008781, 1.150135, -0.926685], [1.201715, -2.680157, -0.478004], [2.353301, 2.763009, -1.372883], [3.641480, -3.804845, -0.555467], [-0.245745, 4.306378, -1.233737], [3.580435, -1.262972, -1.000002], [5.729057, 1.990386, -0.280149], [5.323909, 0.488012, -2.010129], [-5.953633, 4.118123, -6.852319], [-2.559335, 6.223003, -4.759836], [1.206473, -4.760941, 0.655822], [4.859108, 1.499649, -1.584667], [1.491237, 5.332736, 0.318264], [-4.454159, 3.246663, -3.920156], [-1.856989, -4.152317, 5.753486], [-6.064711, 2.391508, -5.069899], [0.734667, -4.787498, -1.221234], [2.805833, -2.513713, -0.690647], [-4.505452, 2.491335, -3.139901], [-4.336130, 5.194528, -5.920286], [-4.469382, -4.160136, 7.936955], [4.651108, -3.467738, 0.556234], [0.588624, -4.206837, -0.187740], [0.973249, -0.201706, -0.847760], [4.805089, -4.692704, 2.499840], [-3.950081, -3.806491, 4.597474], [-3.510821, 4.271012, -3.840131], [-1.022717, -4.110124, 0.108540], [-2.413496, 1.493892, 0.861025], [4.708150, -5.780879, 0.943800], [-2.678965, 4.242425, -0.348733], [-1.987813, -4.415697, 7.890248], [5.552378, -2.896163, 0.061642], [-4.618741, -3.890721, 5.813802], [5.188571, -4.782348, 1.374735], [-1.314070, -3.410335, 1.418485], [3.235219, 1.383471, -1.328003], [-0.774200, -4.254935, 5.728799]],
  "forces_ev_per_a": [[3.145, 4.746, 2.146], [3.591, -2.239, 4.809], [-0.854, -0.720, -0.740], [-0.530, 1.025, -1.988], [0.202, -0.072, 0.354], [-0.314, 2.055, -0.221], [0.993, -1.397, 1.543], [0.025, -0.005, 0.102], [-2.565, -2.404, 2.303], [-2.559, 0.164, -0.469], [-1.430, -2.192, 0.439], [1.723, -2.965, 1.291], [1.286, -0.484, -1.779], [0.989, -2.451, -0.890], [-0.088, -0.003, 0.021], [0.038, -0.059, 0.080], [-0.831, -0.927, -0.047], [-0.311, 3.845, -1.007], [0.065, 0.070, 0.015], [1.455, 1.946, 0.094], [-0.251, 0.022, 0.023], [-0.095, 0.065, -0.391], [-4.903, -2.438, -4.772], [-0.025, -0.039, -0.110], [6.117, -0.610, -0.316], [-0.160, -0.073, 0.090], [-0.631, -1.638, 1.924], [-0.048, -0.034, 0.427], [-1.884, -0.127, 1.498], [-0.380, -1.451, -1.647], [0.338, -2.373, -0.837], [-0.478, 0.523, 1.067], [1.011, -1.780, -1.900], [-0.964, 0.830, 1.194], [0.575, -0.070, 1.882], [1.161, -1.014, -0.091], [4.054, 2.026, -0.308], [0.531, 3.021, -0.533], [-0.704, -5.356, 0.512], [-0.777, 2.933, 0.800], [0.214, 0.219, -0.336], [-7.900, -1.336, 1.225], [0.659, 0.205, 1.039], [-1.393, 1.956, 1.081], [0.133, 0.052, 0.143], [0.215, 0.256, 0.014], [-1.273, 1.357, -1.802], [-0.166, -0.197, -1.382], [-0.586, 0.841, -2.296], [-0.143, 0.205, -0.356], [-0.133, 0.018, 0.020], [0.141, 0.152, 0.010], [-0.193, 1.170, 2.372], [0.290, 1.322, -0.923], [0.097, 0.188, -0.160], [0.067, 0.076, -0.024], [0.008, -0.002, -0.114], [1.195, 0.372, 0.477], [-0.275, 0.671, -0.934], [-0.009, -1.047, 0.221], [0.809, -0.270, -2.438], [-0.050, 0.009, 0.061], [0.016, 0.118, 0.016], [0.011, 0.813, -0.900], [1.434, -0.485, -2.849], [1.214, 2.196, 0.794], [2.645, 0.126, 0.998], [-0.140, 0.045, -0.138], [-1.663, -1.021, 1.183], [1.104, -0.101, -0.048], [-0.545, -0.229, 0.859], [0.090, 0.621, -0.431], [-2.199, 1.336, 0.041], [-0.199, 0.015, 0.004]]
}

{
  "formula": "C2H6N2OS",
  "method": "the ωB97M-V functional and the def2-TZVPD basis",
  "charge": 0,
  "homo_energy_ev": -8.517,
  "smiles": "C/C(=N\\O)NS",
  "e_tot_ev": -18032.109,
  "species": ["S", "H", "H", "H", "O", "H", "C", "N", "H", "C", "N", "H"],
  "xyz": [[-2.136120, -0.318111, 0.036793], [2.418784, 1.235346, -0.503716], [-1.869733, -0.687097, 1.320275], [1.124175, 2.413687, -0.113816], [2.156710, -1.097804, 0.115258], [1.816649, 1.423782, 1.239007], [0.493349, 0.348387, -0.112556], [0.823963, -0.871206, -0.258919], [2.179938, -2.033797, -0.028305], [1.524496, 1.409772, 0.140280], [-0.809534, 0.763526, -0.255401], [-0.953647, 1.725088, 0.009702]],
  "forces_ev_per_a": [[0.643, 0.565, -0.089], [-0.647, 0.030, 0.742], [0.057, 0.208, -0.309], [0.171, -0.549, 0.190], [-0.002, 0.625, -0.311], [-0.170, -0.078, -1.389], [1.402, -0.036, -0.233], [-1.012, -0.118, 0.551], [0.422, -0.783, -0.030], [0.410, 0.820, 0.636], [-1.089, -0.544, 0.176], [-0.186, -0.140, 0.066]]
}